Entry i
Density functional theory data (ωB97M-V/def2-TZVPD) for 9 unconnected molecules or ions with the total composition C5H27NO8.

Calculated values
Highest occupied orbital energy: -9.17 eV
SMILES: C=C(C)CCN.O.O.O.O.O.O.O.O

Structure (XYZ):
```
41
C5H27NO8, DFT ωB97M-V/def2-TZVPD
O -1.727 -3.612 0.860
O 0.122 -2.485 -0.485
O 2.003 -0.101 3.228
O 2.654 -1.712 -0.765
O 2.788 0.096 -2.579
O -2.608 -1.397 2.034
O -3.846 0.047 0.164
O -2.996 -0.304 -2.320
N 3.202 0.888 0.308
C -0.041 3.750 0.030
C 2.145 1.834 0.546
C -0.294 2.464 -0.298
C 0.629 1.328 0.433
C -1.322 1.825 -1.193
H 0.791 4.121 0.687
H -0.539 -1.966 -0.885
H -3.554 -0.512 0.973
H -1.743 2.505 -2.072
H -2.622 -2.180 2.646
H 2.998 0.001 0.763
H -0.526 4.555 -0.560
H -0.937 -3.648 1.390
H 1.055 -2.211 -0.832
H -3.367 0.042 -1.493
H 4.092 1.341 0.430
H 1.313 0.604 3.342
H 0.305 1.360 1.500
H -1.501 -3.808 0.000
H -0.864 0.939 -1.903
H 2.746 0.544 -1.599
H -2.388 -1.900 1.191
H 1.901 0.238 -2.776
H 3.038 -2.561 -0.711
H 3.073 -1.331 -1.566
H 2.238 2.443 1.536
H -3.903 1.021 0.500
H -2.170 1.395 -0.786
H 1.279 -0.759 2.694
H 0.491 0.431 -0.128
H -3.632 -0.990 -2.512
H 2.199 2.640 -0.195
```

Entry ii
Density functional theory data (ωB97M-V/def2-TZVPD) for 9 unconnected molecules or ions with the total composition C5H27NO8.

Calculated values
Highest occupied orbital energy: -8.64 eV
SMILES: C=C(CC)NC.O.O.O.O.O.O.O.O

Structure (XYZ):
```
41
C5H27NO8, DFT ωB97M-V/def2-TZVPD
O -1.478 -4.259 -0.049
O 1.604 -3.285 -0.081
O 0.706 3.108 2.006
O -1.959 -1.854 2.854
O -0.105 -3.007 -1.960
O -0.750 -0.671 -3.197
O 2.293 3.530 -0.673
O 2.675 1.406 -2.271
N 0.806 -0.148 1.178
C 1.882 0.082 0.214
C -2.237 1.644 -0.255
C -0.930 0.947 -0.335
C -0.477 0.420 1.050
C -1.180 0.810 2.080
H 1.484 -2.498 0.573
H 0.657 2.203 1.974
H -0.165 3.363 2.374
H -0.200 -0.780 -4.075
H -2.650 1.644 -1.375
H 2.040 -0.704 -0.636
H 2.351 3.226 0.307
H 2.991 2.295 -2.174
H -0.637 -3.726 -1.480
H 1.557 4.112 -0.498
H 1.688 1.050 -0.188
H -2.988 1.171 0.368
H -2.238 2.791 0.094
H -1.193 0.263 3.048
H 2.684 0.124 0.832
H 1.171 -0.932 1.777
H -0.123 1.630 -0.787
H -2.100 1.320 1.966
H -0.824 -1.616 -3.074
H -2.074 -1.372 3.649
H -0.274 -2.280 -1.404
H -0.508 -4.278 0.276
H -1.772 -3.459 0.469
H -2.316 -1.373 2.152
H 1.884 -2.713 -0.852
H -1.060 0.174 -1.240
H 1.766 1.640 -2.635
```

Stability check: which of them is least stable? entry ii.

Entry i
Density functional theory data (ωB97M-V/def2-TZVPD) for 2 unconnected molecules or ions with the total composition C2H3BrF2.

Calculated values
Highest occupied orbital energy: -11.02 eV

Structure (XYZ):
```
8
C2H3BrF2, DFT ωB97M-V/def2-TZVPD
Br 2.045 0.830 0.114
F 0.869 -1.555 1.024
F 0.779 -0.960 -1.311
C -0.772 0.380 0.053
C 0.575 -0.250 -0.280
H -0.638 1.120 0.878
H -1.545 -0.505 0.210
H -1.313 0.939 -0.688
```

Entry ii
Density functional theory data (ωB97M-V/def2-TZVPD) for a single C2H3BrF2 molecule.

Calculated values
Highest occupied orbital energy: -10.57 eV
SMILES: CC(F)(F)Br

Structure (XYZ):
```
8
C2H3BrF2, DFT ωB97M-V/def2-TZVPD
Br 2.182 -0.958 0.278
F 0.696 1.186 1.002
F 0.800 1.029 -1.146
C 0.513 0.325 -0.004
C -0.768 -0.303 0.011
H -0.871 -0.835 0.879
H -1.490 0.428 -0.163
H -1.062 -0.872 -0.857
```

Stability check: which of them is least stable? entry i.

Entry i
Density functional theory data (ωB97M-V/def2-TZVPD) for 2 unconnected molecules or ions with the total composition C3H8N2O4S.

Calculated values
Highest occupied orbital energy: -10.20 eV

Structure (XYZ):
```
18
C3H8N2O4S, DFT ωB97M-V/def2-TZVPD
S -1.145 1.284 -0.781
O -0.305 0.142 0.086
O -1.382 0.349 -2.087
O -0.780 -2.625 2.551
O -2.313 1.499 -0.006
N 1.572 -0.630 -1.091
N -2.248 -1.514 1.161
C 1.134 0.073 0.071
C 1.739 1.463 0.192
C -1.426 -1.941 1.897
H -2.201 -0.302 -1.936
H 2.022 1.750 -0.725
H 2.680 1.364 0.799
H 1.689 -1.681 -0.911
H 0.808 -0.443 -1.732
H -2.329 -0.548 0.718
H 1.144 2.266 0.789
H 1.341 -0.506 1.007
```

Entry ii
Density functional theory data (ωB97M-V/def2-TZVPD) for a single C3H8N2O4S molecule.

Calculated values
Highest occupied orbital energy: -9.46 eV

Structure (XYZ):
```
18
C3H8N2O4S, DFT ωB97M-V/def2-TZVPD
S -2.515 -0.040 0.359
O -3.964 -0.764 0.057
O -1.765 -1.069 -0.535
O 0.496 2.091 -0.230
O -0.775 0.811 1.093
N 0.803 -1.343 -0.142
N -2.697 1.357 -0.507
C 2.586 0.199 0.592
C 0.279 1.052 0.391
C 1.186 -0.179 0.186
H 3.306 -0.554 0.459
H -2.314 2.227 -0.097
H -4.074 -1.307 -0.807
H -0.776 -1.248 -0.519
H 1.458 -2.085 -0.314
H -2.539 1.314 -1.511
H 2.946 0.980 -0.079
H 2.528 0.451 1.656
```

Stability check: which of them is least stable? entry ii.